# 1
ORCA calculation (ωB97M-V with the def2-TZVPD basis set) on a 2-piece molecular cluster, C3H6N2O2S overall in a non-equilibrium geometry.

Last column: Löwdin charge in e.
Atoms and positions in Å:
C: -2.33820 -1.14263 0.20985  -0.1272
C: 0.50134 0.64723 -0.05867  -0.4382
C: 2.00845 0.16149 -0.02288  -0.7529
H: -2.24781 -1.06925 1.45004  0.0959
H: -3.45520 -0.83810 -0.19703  0.0962
H: -1.83720 -2.61481 -0.12598  0.1922
H: 0.95980 2.69012 0.19514  0.1225
H: -0.78415 2.37751 -0.31871  0.1627
H: 3.55561 -1.29998 -0.27947  -0.1882
N: -0.18488 -0.33825 -0.21364  -0.0008
N: 0.22303 1.98715 -0.07616  0.1234
O: -1.55711 -0.03714 -0.48364  -0.2482
O: 2.79679 1.00745 0.05485  0.0515
S: 2.35953 -1.53080 -0.13370  0.9111

electronic energy	-775.90094	a.u.
2S+1	1
F_max	5.623	eV Å⁻¹
frontier orbital gap	9.86	eV
energy relative to the best compared isomer or geometry (same formula, charge and spin)	628.1	kJ/mol


# 2
ORCA calculation (ωB97M-V with the def2-TZVPD basis set) on C35H44CrN6O2SSeSi as an isolated structure in a non-equilibrium geometry.

Last column: Mulliken spin population.
Atoms and positions in Å:
Cr: 10.82143 12.00073 11.63779  3.5819
O: 12.05087 12.50222 13.26018  -0.0309
C: 11.80930 12.60838 14.73753  -0.0185
C: 11.39305 13.98540 15.18635  0.0461
C: 12.22884 15.10570 14.87811  -0.0089
C: 11.82219 16.35650 15.32724  0.0035
C: 10.56578 16.51060 15.87914  -0.0038
C: 9.77119 15.36372 16.04332  -0.0006
N: 10.20164 14.11046 15.71900  -0.0074
H: 12.99401 12.29791 13.08884  -0.0348
H: 12.59597 12.24472 15.41816  0.0105
H: 10.99256 11.89375 14.90104  -0.0086
H: 13.12326 14.97117 14.24420  -0.0329
H: 12.40608 17.24333 15.14338  0.0027
H: 10.20804 17.47212 16.19476  0.0019
H: 8.76406 15.39025 16.44077  0.0008
Se: 11.54153 4.54458 13.78171  0.1661
N: 12.52399 5.65991 12.70692  0.2359
C: 11.93586 6.82665 12.71306  -0.0260
C: 12.39035 7.93901 11.93755  0.0873
C: 13.56401 7.96826 11.14880  0.0305
C: 13.86902 9.10107 10.44964  0.0156
C: 13.11140 10.25834 10.59060  0.3121
N: 11.92511 10.29172 11.26552  -0.0570
C: 11.65303 9.15608 11.98641  0.2044
C: 10.46121 9.23083 12.77369  0.0412
N: 9.83877 10.47634 12.76021  -0.0065
C: 8.77576 10.72818 13.54589  -0.0150
C: 8.37333 9.74878 14.49274  0.0588
C: 8.94825 8.47778 14.48825  -0.0188
C: 10.02099 8.21802 13.61750  0.1223
C: 10.72268 6.96867 13.51256  -0.0426
N: 10.31936 5.85344 14.08451  0.2405
H: 14.20637 7.06672 11.13868  0.0134
H: 14.74020 9.12846 9.80140  -0.0116
H: 13.35531 11.20519 10.03118  -0.1488
H: 8.31848 11.70698 13.48754  0.0001
H: 7.55607 9.89739 15.16242  0.0061
H: 8.58780 7.74786 15.18870  0.0058
O: 9.52125 11.50969 10.22420  -0.0123
N: 8.73869 12.57232 9.85157  -0.0156
C: 7.83787 12.23666 8.86141  -0.0099
C: 6.91562 13.20949 8.46284  0.0141
C: 6.97040 14.49193 9.03872  -0.0048
C: 7.97747 14.87422 9.91276  0.0255
C: 8.73852 13.82238 10.42783  0.0004
S: 9.96335 14.18721 11.60153  0.0999
H: 7.91240 11.22876 8.47182  -0.0022
H: 6.02797 13.04646 7.81550  0.0008
H: 6.13013 15.13423 8.79036  -0.0013
H: 8.28486 15.80793 10.38840  0.0004
C: 14.67530 12.91527 6.03483  -0.0105
C: 13.65214 13.87847 6.58497  0.0260
C: 12.35697 13.14864 6.92102  0.0652
C: 13.41438 14.97069 5.52910  0.0630
Si: 14.35760 14.96652 8.05607  -0.0269
C: 16.18996 14.52933 8.73543  0.1267
C: 16.94752 15.35042 7.65666  0.0968
C: 16.49637 15.15749 10.05925  -0.0130
C: 16.54545 13.03696 8.80209  -0.0200
C: 13.20006 16.32794 8.74754  -0.0146
C: 13.22337 16.36710 10.31565  0.1048
C: 13.66761 17.69525 8.24793  0.0366
C: 11.72706 16.18541 8.33595  -0.0300
H: 14.22100 12.50091 5.11617  -0.0038
H: 14.85158 12.04578 6.66685  0.0023
H: 15.62224 13.40724 5.75899  0.0035
H: 11.94697 13.41469 7.87430  -0.0585
H: 12.54761 12.06534 6.93413  -0.0140
H: 11.57399 13.37990 6.16108  0.0092
H: 13.03825 14.46627 4.61975  -0.0051
H: 14.34241 15.49508 5.24858  -0.0032
H: 12.58690 15.62906 5.73118  0.0075
H: 16.86704 16.44919 7.81822  0.0028
H: 16.64772 15.11643 6.65775  -0.0146
H: 18.01117 15.00995 7.71407  -0.0119
H: 16.52827 16.26152 10.01356  0.0002
H: 17.49302 14.92182 10.32406  0.0007
H: 15.84884 14.79221 10.90232  -0.0382
H: 16.74312 12.63504 7.81781  -0.0070
H: 15.78039 12.43394 9.39434  -0.0194
H: 17.48973 12.99447 9.37594  0.0061
H: 14.14261 16.76145 10.71535  -0.0077
H: 13.16462 15.34473 10.74892  -0.0783
H: 12.36580 16.95810 10.74163  0.0116
H: 14.74661 17.94390 8.37247  -0.0025
H: 13.17778 18.38905 8.91683  -0.0029
H: 13.29929 17.90779 7.21331  0.0049
H: 11.21731 15.40054 8.93244  0.0028
H: 11.81537 16.02110 7.22552  0.0013
H: 11.20913 17.11987 8.52338  0.0005

electronic energy	-5972.52852	a.u.
2S+1	6
F_max	3.811	eV Å⁻¹
charge	-1
frontier orbital gap (alpha / beta)	3.20 / 2.45	eV
energy relative to the best compared isomer or geometry (same formula, charge and spin)	484.5	kJ/mol
expectation value of S²	8.94


# 3
ORCA calculation (ωB97M-V with the def2-TZVPD basis set) on C52H51BN6NiO3SeTe as an isolated structure.

Last column: Mulliken spin population.
Atoms and positions in Å:
Ni: 0.55484 -0.73437 -0.06042  1.8364
C: -2.14013 -0.13960 4.86129  0.0031
C: -0.81805 -0.25777 5.28156  -0.0008
C: 0.20177 -0.38713 4.35706  0.0034
C: -0.11174 -0.39032 3.00336  -0.0132
C: -1.42186 -0.25590 2.57451  -0.0161
C: -2.43988 -0.14005 3.50786  -0.0223
N: 0.87362 -0.53771 1.97880  0.0503
N: 2.06334 -0.62896 2.36004  -0.0161
C: 2.98962 -0.78969 1.28987  -0.0039
C: 4.33355 -0.80870 1.65005  0.0095
C: 5.28256 -0.94120 0.65228  -0.0067
C: 4.86297 -1.06169 -0.67034  0.0086
C: 3.51128 -1.04725 -0.99695  -0.0123
C: 2.52340 -0.91562 -0.02318  0.0371
H: -2.93357 -0.04776 5.59216  0.0001
H: -0.58402 -0.25652 6.33858  -0.0001
H: 1.23260 -0.49326 4.66431  0.0003
H: -1.63909 -0.23136 1.51587  0.0551
H: -3.46597 -0.05848 3.17075  0.0006
H: 4.61387 -0.71338 2.69091  -0.0002
H: 6.33716 -0.95301 0.89649  -0.0004
H: 5.60514 -1.17093 -1.45242  -0.0006
H: 3.22686 -1.15290 -2.03956  0.0035
Se: 1.62003 -5.50540 0.87391  0.2145
N: -0.11800 -5.98341 0.72885  0.2306
C: -0.78397 -4.87283 0.43196  -0.0439
C: -2.17166 -4.78196 0.23377  0.2890
C: -2.71672 -3.53395 -0.06170  -0.1029
C: -1.89861 -2.42626 -0.15952  0.1153
N: -0.56295 -2.45457 0.01198  0.1331
C: 0.01748 -3.64953 0.30776  -0.0679
N: 1.31085 -3.76442 0.50891  0.1526
H: -2.78363 -5.66883 0.32418  0.0121
H: -3.78088 -3.41168 -0.21516  -0.0152
H: -2.32692 -1.45297 -0.37893  0.1292
C: -0.33366 0.94669 -8.29030  0.0001
C: 1.05626 0.61437 -7.72886  -0.0006
C: 1.64366 -0.54665 -8.53486  -0.0001
C: 1.97209 1.83492 -7.90427  0.0002
C: 0.90848 0.26533 -6.24755  0.0001
C: 0.91042 -1.05138 -5.79730  -0.0008
C: 0.70950 -1.38662 -4.45348  0.0019
C: 0.51223 -0.34996 -3.58008  0.0103
O: 0.25614 -0.38722 -2.24124  0.0158
B: 0.10180 0.98111 -1.83192  -0.0643
O: 0.27366 1.81288 -2.95704  -0.0006
C: 0.50658 0.97365 -4.00782  0.0050
C: 0.69822 1.30375 -5.32536  0.0003
H: -0.27148 1.19212 -9.35322  0.0000
H: -0.76948 1.79810 -7.76594  -0.0001
H: -1.00793 0.09707 -8.17179  0.0000
H: 1.83704 -0.22030 -9.55825  0.0000
H: 0.95699 -1.39236 -8.58610  0.0000
H: 2.58362 -0.89568 -8.10540  0.0000
H: 2.24160 1.95413 -8.95530  0.0000
H: 2.89055 1.72376 -7.32640  0.0000
H: 1.48469 2.75666 -7.58635  0.0001
H: 1.07024 -1.85864 -6.49696  0.0002
H: 0.70765 -2.41306 -4.11438  0.0000
H: 0.67954 2.34224 -5.62410  0.0000
C: -10.02664 0.60816 1.83067  0.0000
C: -8.61669 0.80812 1.34505  0.0001
C: -8.13084 0.11413 0.24819  0.0000
C: -6.83359 0.29612 -0.22282  0.0019
C: -6.36437 -0.52632 -1.38896  0.0002
C: -5.99844 1.21853 0.41687  -0.0020
Te: -3.97369 1.49028 -0.17624  0.0082
N: -0.24341 1.19889 -0.51687  0.0423
C: -0.21748 2.39695 0.14336  0.0048
O: -1.12705 2.79274 0.85362  0.0072
C: 1.01570 3.24712 -0.03036  -0.0020
C: 0.86670 4.61695 -0.21134  -0.0006
C: 1.98126 5.41943 -0.40026  -0.0001
C: 3.25179 4.85984 -0.38537  -0.0001
C: 3.40388 3.49473 -0.18810  0.0016
C: 2.28808 2.68779 -0.02455  -0.0085
C: -4.33114 1.96710 -2.21726  0.0006
C: -5.03591 3.12925 -2.55323  -0.0018
C: -5.60316 4.06276 -1.52047  -0.0001
C: -5.20410 3.44970 -3.89906  0.0000
C: -4.67289 2.66699 -4.91148  0.0000
C: -4.84535 3.03756 -6.35874  0.0000
C: -3.96069 1.53105 -4.55354  0.0007
C: -3.78359 1.16360 -3.22556  -0.0019
C: -3.02407 -0.09801 -2.92382  0.0161
C: -6.46903 1.92974 1.53213  0.0003
C: -5.62441 2.93050 2.27484  -0.0004
C: -7.76836 1.70612 1.97666  0.0001
H: -10.45955 -0.30219 1.41634  0.0000
H: -10.66464 1.44434 1.53522  0.0000
H: -10.06284 0.53811 2.91858  0.0000
H: -8.77165 -0.60438 -0.25209  0.0000
H: -7.12939 -1.24348 -1.68462  0.0002
H: -5.45382 -1.07154 -1.12753  0.0033
H: -6.12372 0.09805 -2.25063  -0.0001
H: -0.12820 5.04244 -0.19875  -0.0004
H: 1.85926 6.48399 -0.55682  0.0000
H: 4.12212 5.48744 -0.53228  0.0000
H: 4.39050 3.04988 -0.17205  0.0000
H: 2.40888 1.61846 0.10144  0.0114
H: -4.80892 4.44774 -0.87644  0.0002
H: -6.32371 3.56062 -0.87433  -0.0001
H: -6.10110 4.90396 -2.00263  0.0000
H: -5.75526 4.34789 -4.15630  0.0000
H: -5.38001 3.98093 -6.46264  0.0000
H: -5.40566 2.27040 -6.89662  0.0000
H: -3.87766 3.14002 -6.85289  0.0000
H: -3.52371 0.90942 -5.32837  0.0001
H: -2.49970 -0.45307 -3.81154  -0.0027
H: -3.70012 -0.88967 -2.58840  0.0004
H: -2.29355 0.04423 -2.12899  -0.0078
H: -4.83594 2.44566 2.85289  0.0001
H: -6.24112 3.50566 2.96558  0.0000
H: -5.12316 3.61498 1.59040  0.0001
H: -8.12719 2.25846 2.83909  0.0000

electronic energy	-6769.18489	a.u.
2S+1	4
F_max	0.788	eV Å⁻¹
charge	-1
frontier orbital gap (alpha / beta)	4.87 / 7.34	eV
energy relative to the best compared isomer or geometry (same formula, charge and spin)	0.0	kJ/mol
expectation value of S²	3.79